(1)
# C44H46Br2IN5O17S

A 6-piece molecular cluster, C44H46Br2IN5O17S overall (ωB97M-V with the def2-TZVPD basis set, the OMol25 dataset).

XYZ file:
```
116
Properties=species:S:1:pos:R:3:forces:R:3
C 6.104276 -0.750814 -0.628503 -0.2 0.3 -0.2
C 5.665042 -0.368096 -2.059287 0.3 -0.3 0.1
C 4.476646 -1.172937 -2.628807 0.3 0.1 -0.2
C 3.396326 -0.334246 -3.314421 0.2 -0.1 -0.3
O 2.150801 -0.292065 -2.598795 0.0 0.3 0.3
C 1.875775 0.839922 -1.851408 -0.3 -0.4 -0.6
C 1.767341 2.114521 -2.721861 0.2 0.2 0.1
C 2.680067 3.310722 -2.439676 -0.1 0.1 0.1
C 2.459706 4.006673 -1.093986 0.2 0.0 -0.2
O 4.023586 2.888097 -2.639607 0.0 0.0 0.0
O 2.896161 1.019227 -0.854600 0.0 0.2 -0.1
S 2.524450 0.467353 0.575197 0.5 0.1 0.2
O 2.382889 1.587169 1.448536 -0.1 -0.1 0.0
O 3.388151 -0.595077 0.941907 -0.3 0.1 0.0
O 1.112963 -0.103746 0.191508 -0.2 -0.1 -0.2
C 0.566885 0.445046 -1.042427 0.1 -0.1 0.5
C -0.261378 1.647379 -0.570813 0.2 0.1 -0.1
C -1.426055 1.259739 0.290542 0.0 0.4 0.1
O -1.715947 0.196519 0.687718 -0.2 -0.6 0.1
I -2.623644 2.982550 0.856565 0.0 0.1 0.0
C -0.241192 -0.682837 -1.705705 -0.3 0.0 -0.2
Br 0.031962 -2.394161 -0.976876 0.1 -0.1 0.0
C -1.079636 -0.503000 -2.734499 0.3 -0.1 0.5
C -1.330876 0.801277 -3.428698 0.2 -0.1 -0.2
Br -2.031662 -1.973831 -3.445924 -0.1 0.1 -0.1
H 5.542680 -1.610319 -0.263140 0.1 0.0 0.0
H 5.919780 0.068715 0.067095 0.0 -0.1 0.1
H 7.169845 -0.970386 -0.594557 0.0 -0.1 0.0
H 6.518339 -0.548645 -2.713642 -0.1 0.2 -0.1
H 5.458310 0.699788 -2.120788 -0.1 0.0 0.1
H 4.875550 -1.829642 -3.406906 -0.1 -0.2 0.1
H 4.033271 -1.824892 -1.875800 -0.2 0.1 0.0
H 3.781152 0.668792 -3.497597 -0.1 0.1 0.1
H 3.143663 -0.767285 -4.284292 -0.1 0.0 0.1
H 0.747744 2.491993 -2.700028 0.1 0.0 0.0
H 1.955853 1.805007 -3.749304 0.0 0.0 0.0
H 2.431693 4.046343 -3.215966 0.0 -0.1 -0.1
H 3.352093 4.585035 -0.845410 0.0 0.1 0.0
H 2.301779 3.318339 -0.270310 0.0 0.0 0.1
H 1.632339 4.712189 -1.174460 -0.1 -0.1 0.1
H 4.596195 3.661399 -2.588067 0.0 -0.1 0.0
H 0.378984 2.278173 0.053629 0.0 0.1 0.0
H -0.636416 2.283739 -1.364606 0.0 0.0 0.0
H -0.384915 1.179264 -3.817612 -0.1 0.2 0.1
H -1.985083 0.691577 -4.285320 -0.1 -0.1 0.1
H -1.790472 1.519673 -2.752771 0.0 0.1 -0.1
O -3.705682 0.544372 -5.526267 -0.1 0.1 -0.1
N -4.031999 -0.431768 -6.175148 0.0 -0.1 0.1
O -3.301794 -1.017375 -6.943758 0.0 0.0 -0.1
C -5.400930 -0.939300 -6.000175 0.0 0.0 0.0
C -6.256821 -0.269687 -5.146159 -0.1 0.1 0.1
C -7.546198 -0.751115 -4.990798 0.0 -0.1 0.0
C -7.955332 -1.883426 -5.682660 0.0 0.0 0.0
C -7.075579 -2.541958 -6.531652 0.0 0.0 0.0
C -5.784101 -2.069677 -6.697079 0.0 -0.1 -0.1
H -5.921709 0.606683 -4.612936 0.1 0.0 0.0
H -8.231341 -0.241567 -4.327920 0.0 0.0 0.0
H -8.963722 -2.254762 -5.558945 0.0 0.0 0.0
H -7.394748 -3.425481 -7.066462 0.0 0.0 0.0
H -5.087307 -2.569956 -7.352165 0.1 0.0 0.0
O -7.773846 3.564987 5.143580 -0.1 0.0 0.0
N -6.790654 4.059218 5.655305 0.0 0.0 0.0
O -6.791513 5.086417 6.302409 0.0 0.0 0.0
C -5.503468 3.365353 5.476072 0.0 0.0 0.0
C -5.468076 2.209183 4.719615 0.0 -0.1 -0.1
C -4.251628 1.567984 4.547292 0.0 0.0 0.0
C -3.100098 2.085075 5.126125 -0.1 0.0 -0.1
C -3.161917 3.247100 5.883848 0.0 0.0 0.0
C -4.371361 3.898413 6.064336 0.1 0.1 0.1
H -6.371491 1.820671 4.274639 0.0 0.1 0.0
H -4.201548 0.665077 3.954091 0.0 0.0 0.0
H -2.150711 1.589986 4.980954 0.0 0.0 0.0
H -2.261156 3.646505 6.329415 0.0 0.0 0.0
H -4.435871 4.804443 6.647572 -0.1 0.0 0.0
O 6.988674 -0.638532 -5.176147 0.1 0.1 0.0
N 6.802055 -1.733650 -5.666165 -0.1 0.0 0.1
O 7.255162 -2.771335 -5.231981 0.1 -0.1 0.0
C 5.943379 -1.807613 -6.861330 0.0 0.0 0.0
C 5.426832 -0.636598 -7.383048 -0.1 0.1 0.0
C 4.621179 -0.711978 -8.507508 0.0 -0.1 0.0
C 4.345590 -1.943859 -9.086332 0.0 0.0 0.0
C 4.872942 -3.106998 -8.541425 0.0 0.1 0.0
C 5.681407 -3.044810 -7.418030 0.0 -0.1 0.0
H 5.650013 0.312110 -6.918871 0.1 0.0 0.1
H 4.208879 0.192663 -8.932272 0.0 0.0 0.0
H 3.717389 -1.997503 -9.965307 0.0 0.0 0.0
H 4.654875 -4.065527 -8.991107 0.0 0.0 0.0
H 6.098653 -3.939104 -6.980810 0.0 0.0 0.1
O -0.675106 -5.596453 5.726273 0.0 0.0 0.0
N -1.247659 -4.777796 5.035207 0.0 0.0 0.0
O -2.417925 -4.844674 4.717957 -0.1 0.0 0.0
C -0.470108 -3.625734 4.550416 0.0 0.0 0.0
C 0.870951 -3.541599 4.875783 0.1 0.0 0.1
C 1.596588 -2.454727 4.418447 0.0 0.1 -0.1
C 0.980039 -1.477538 3.648924 0.0 0.0 0.0
C -0.368800 -1.583355 3.335117 0.1 0.0 0.0
C -1.106114 -2.665654 3.786190 -0.1 0.1 -0.1
H 1.334215 -4.306399 5.480251 -0.1 0.0 0.0
H 2.644093 -2.365277 4.670181 0.0 0.0 0.0
H 1.551431 -0.628277 3.296890 0.0 0.0 0.0
H -0.846535 -0.824002 2.732926 0.0 0.0 0.0
H -2.154649 -2.763075 3.548605 0.0 -0.1 0.0
O -0.421037 1.495149 6.699479 0.1 0.1 0.0
N -0.319737 0.412953 7.246518 -0.1 0.0 -0.1
O 0.246817 -0.545762 6.770076 0.1 0.0 0.0
C -0.945818 0.252699 8.567902 0.0 0.0 0.1
C -1.639636 1.316770 9.112430 -0.1 0.1 0.0
C -2.242549 1.150322 10.348272 0.0 -0.1 0.0
C -2.142568 -0.064169 11.014126 0.0 0.0 0.0
C -1.437526 -1.118135 10.447912 0.0 0.1 0.0
C -0.831736 -0.965039 9.211765 0.0 -0.1 0.1
H -1.710572 2.253001 8.580404 0.0 0.0 -0.1
H -2.793356 1.969133 10.789658 0.0 0.0 0.0
H -2.618537 -0.190715 11.977228 0.0 0.0 0.0
H -1.361446 -2.063113 10.967233 0.0 0.0 0.0
H -0.284171 -1.775437 8.754802 0.0 0.0 -0.1
```
Positions in Å, forces in eV/Å.

SMILES string	CCCCO[C@]1(C[C@@H](C)O)OS(=O)(=O)O[C@]1(CC(=O)I)/C(Br)=C(\C)Br.O=[N+]([O-])c1ccccc1.O=[N+]([O-])c1ccccc1.O=[N+]([O-])c1ccccc1.O=[N+]([O-])c1ccccc1.O=[N+]([O-])c1ccccc1
ΔE to the lowest compared entry with this formula, charge and spin	0.00	kcal/mol
orbital gap	8.39	eV

(2)
# C44H46BrGdN6O2S

C44H46BrGdN6O2S as an isolated structure (ωB97M-V with the def2-TZVPD basis set, the OMol25 dataset).

XYZ file:
```
101
Properties=species:S:1:pos:R:3:forces:R:3
Gd -0.701373 -1.122760 0.264957 0.7 -0.2 -2.1
O -2.625425 -2.405587 -0.499254 -1.5 0.7 0.5
C -3.879697 -2.241789 -0.156033 1.7 -0.4 0.5
C -4.917027 -2.408656 -1.092477 -0.6 0.0 -0.4
C -6.226914 -2.124220 -0.779537 0.2 -0.1 -0.4
C -6.626900 -1.825628 0.530213 0.2 0.0 0.4
C -5.661739 -1.760313 1.504914 -0.3 0.0 -0.2
C -4.284562 -1.918053 1.198851 -0.9 0.3 -1.8
C -3.357920 -1.769494 2.208021 1.2 0.4 0.8
N -2.052714 -1.856149 2.097072 -0.9 -0.9 0.7
C -1.427243 -2.248268 3.348340 -0.1 0.8 0.8
C 0.051952 -2.515992 3.240084 0.4 -0.3 -0.8
N 0.724939 -1.737251 2.157645 1.4 -1.3 1.6
C 2.026729 -1.787390 2.357216 -1.1 1.1 -0.8
C 3.044168 -1.113468 1.629559 -0.5 0.4 -1.2
C 4.321007 -0.944233 2.199293 0.8 0.2 -0.3
C 5.287682 -0.212964 1.537088 0.0 -0.2 0.1
C 5.007059 0.339379 0.267854 0.1 0.3 0.2
C 3.783655 0.199672 -0.314591 -0.9 -0.4 0.1
C 2.730725 -0.517033 0.343557 -0.4 0.2 0.3
O 1.543846 -0.565077 -0.172966 1.0 0.0 0.9
H -4.632789 -2.747588 -2.075816 0.0 0.2 -0.2
H -6.990843 -2.117835 -1.554428 0.2 -0.3 0.0
H -7.677294 -1.690955 0.754620 0.1 0.0 0.1
H -5.971345 -1.611428 2.538094 0.2 0.1 -0.1
H -3.821669 -1.508978 3.178266 0.4 -0.6 0.1
H -1.865330 -3.183438 3.723479 -0.2 0.4 0.1
H -1.598120 -1.439097 4.087239 0.0 -0.4 0.1
H 0.224337 -3.596271 3.068005 -0.1 0.4 0.0
H 0.505888 -2.254814 4.190119 0.1 -0.1 0.3
H 2.439090 -2.314684 3.200825 -0.2 -0.4 0.7
H 4.592219 -1.378195 3.168628 -0.4 0.0 -0.3
H 6.274180 -0.078059 1.967455 -0.1 0.0 0.0
H 5.745019 0.955920 -0.240238 0.1 -0.2 0.1
H 3.506976 0.646720 -1.262606 0.2 0.0 0.0
C -3.400228 3.980526 1.947877 0.1 -0.1 0.3
C -3.211862 3.071808 0.749068 -0.4 0.5 -0.7
C -3.561111 3.530024 -0.555046 0.7 -1.5 0.6
C -3.447385 2.672069 -1.646028 0.3 -0.4 1.7
C -2.937206 1.385066 -1.381987 0.2 0.3 0.1
Br -2.937588 0.190845 -2.844270 0.2 -0.1 0.2
N -2.477257 0.969585 -0.196588 -0.9 0.5 -0.1
C -2.713573 1.792462 0.862173 0.2 -0.4 -0.3
H -3.809851 4.929631 1.565025 0.2 -0.3 0.5
H -2.436083 4.173407 2.483260 -0.7 -0.1 -0.5
H -4.101722 3.547327 2.698949 0.4 0.3 -0.6
H -3.929315 4.521416 -0.656721 -0.3 0.7 -0.2
H -3.750630 2.927461 -2.634688 -0.1 0.2 -0.4
H -2.473371 1.387444 1.851723 0.0 0.1 -0.5
S 1.539141 5.056278 3.874292 0.2 -0.2 -0.2
C 0.941110 3.602449 2.992874 0.3 -0.5 -0.2
C 0.845886 3.547820 1.582332 0.1 -0.9 1.5
C 0.426404 2.329950 1.035081 0.2 0.6 0.1
N 0.058251 1.250705 1.731309 -0.2 0.4 0.2
C 0.094845 1.346051 3.057286 0.6 0.9 0.2
C 0.588941 2.466498 3.740714 -0.6 0.3 -1.0
C 3.292561 4.969865 3.425794 -0.6 -0.7 0.2
C 4.158160 4.091987 4.088369 -0.4 0.6 0.0
C 5.462358 4.034846 3.632927 0.1 -1.0 0.6
N 5.921151 4.707612 2.598117 0.5 0.2 -0.2
C 5.093055 5.541615 1.998217 0.1 0.3 -0.6
C 3.761766 5.706847 2.356798 0.6 0.0 0.2
H 1.172782 4.388943 0.990796 -0.2 0.0 -0.2
H 0.364173 2.236973 -0.029626 0.0 -0.1 -0.6
H -0.261395 0.516937 3.632437 -0.1 -0.6 0.1
H 0.612262 2.473641 4.820729 0.1 0.0 0.0
H 3.846359 3.505609 4.949817 0.0 0.1 -0.3
H 6.166334 3.353158 4.115327 -0.1 0.2 -0.1
H 5.527009 6.091278 1.159126 -0.3 0.0 0.2
H 3.161979 6.418524 1.830431 -0.4 0.2 -0.2
C 0.399747 2.197682 -3.885907 -0.2 0.0 -0.2
C 0.509875 0.695280 -4.009320 0.4 -1.4 -0.3
C 0.617512 0.067973 -5.277884 -0.3 0.6 0.2
C 0.683418 -1.318900 -5.401169 0.2 -0.7 0.5
C 0.945792 -2.021539 -6.741159 -0.6 -0.2 0.6
C 0.559923 -2.116280 -4.261088 0.0 0.3 0.1
C 0.387301 -1.561413 -2.940240 0.6 1.1 -1.6
C 0.544002 -0.128515 -2.866976 -0.7 0.4 -0.3
N 0.057054 -2.273589 -1.871985 -0.5 -1.0 1.5
C 0.251879 -3.749535 -1.887777 0.0 0.4 -0.7
C 0.145166 -4.277944 -0.458924 0.2 -0.5 0.9
C -0.889929 -4.412147 -2.721889 -0.1 -0.2 0.3
C 1.683600 -4.137502 -2.405999 0.6 -0.3 0.4
H 0.591845 2.695436 -4.844998 0.0 -0.2 0.2
H 1.116551 2.589949 -3.159013 -0.1 0.0 0.0
H -0.618477 2.501046 -3.574081 0.4 -0.2 0.0
H 0.617374 0.652180 -6.197358 0.1 0.1 0.2
H 0.849470 -1.342801 -7.592655 -0.1 -0.1 0.1
H 0.225243 -2.870290 -6.851348 0.6 0.6 -0.1
H 1.962680 -2.436136 -6.746997 -0.2 0.1 0.0
H 0.564747 -3.202572 -4.359851 0.0 0.8 -0.3
H 0.640578 0.351120 -1.880371 -0.2 -0.3 -0.5
H -0.827120 -4.073958 0.027805 0.2 0.0 -0.4
H 0.935256 -3.826904 0.186136 -0.3 -0.3 -0.4
H 0.278750 -5.397610 -0.438161 -0.1 1.1 0.0
H -1.884977 -4.077328 -2.347450 0.8 -0.3 -0.1
H -0.785951 -5.509606 -2.594708 -0.2 0.5 -0.2
H -0.845209 -4.153166 -3.791260 0.0 -0.3 0.5
H 2.441012 -3.375793 -2.058596 -0.8 -0.7 -0.3
H 1.772276 -4.220584 -3.506637 0.0 0.0 0.8
H 1.994136 -5.129228 -1.979461 -0.3 0.8 -0.3
```
Positions in Å, forces in eV/Å.

2S+1	8
orbital gap (spin up / spin down)	5.83 / 4.46	eV